{
  "formula": "C38H81N6O13PS2",
  "method": "ωB97M-V with the def2-TZVPD basis set",
  "total_energy_ha": -3940.86985,
  "symbols": ["C", "C", "C", "C", "C", "C", "C", "C", "C", "C", "C", "C", "C", "O", "C", "C", "C", "C", "C", "O", "P", "O", "O", "S", "C", "C", "O", "S", "O", "O", "H", "H", "H", "H", "H", "H", "H", "H", "H", "H", "H", "H", "H", "H", "H", "H", "H", "H", "H", "H", "H", "H", "H", "H", "H", "H", "H", "H", "H", "H", "H", "H", "H", "H", "H", "H", "H", "H", "H", "C", "N", "C", "C", "O", "H", "H", "H", "H", "H", "H", "H", "C", "N", "C", "C", "O", "H", "H", "H", "H", "H", "H", "H", "C", "N", "C", "C", "O", "H", "H", "H", "H", "H", "H", "H", "C", "N", "C", "C", "O", "H", "H", "H", "H", "H", "H", "H", "C", "N", "C", "C", "O", "H", "H", "H", "H", "H", "H", "H", "C", "N", "C", "C", "O", "H", "H", "H", "H", "H", "H", "H"],
  "xyz": [[7.1052, -4.1888, -0.2134], [5.8031, -3.4157, 0.1251], [5.9136, -1.9278, -0.2313], [4.7181, -1.1726, 0.4620], [4.9441, 0.3231, 0.2406], [3.7645, 1.3375, 0.3868], [2.3416, 0.8610, 0.0719], [1.1467, 0.9481, 1.0821], [-0.0447, 1.3883, 0.1357], [-1.5258, 1.1045, 0.4814], [-2.2823, 0.4516, -0.6960], [-3.7486, 0.1706, -0.2711], [-4.5738, 1.4864, -0.3226], [-4.6528, 2.0613, 0.9764], [-5.5473, 1.3785, 1.8252], [1.2508, 1.8411, 2.3579], [1.0141, 3.3680, 2.1144], [1.8979, 3.8940, 0.9071], [2.0171, 5.4489, 0.8038], [3.0927, 4.5040, 1.2551], [2.6210, 1.6731, 3.6128], [3.5349, 3.0149, 3.5546], [2.0910, 1.7340, 5.1696], [3.8031, 0.1560, 3.5621], [-0.0014, 1.4979, 3.2722], [-0.0649, 0.0542, 3.7541], [-0.2680, -0.9433, 2.7359], [0.7015, -0.8304, 1.4548], [0.0777, -1.4186, 0.3065], [1.8697, -1.6074, 1.7342], [7.8787, -3.8449, 0.4812], [6.9045, -5.2552, -0.0924], [7.3839, -3.9280, -1.2373], [5.5614, -3.5374, 1.1878], [4.9997, -3.8899, -0.4478], [5.7099, -1.8166, -1.3037], [6.8617, -1.4714, 0.0698], [3.8293, -1.6160, 0.0060], [4.7550, -1.5170, 1.4951], [5.7292, 0.6441, 0.9384], [5.4044, 0.4392, -0.7496], [3.9211, 1.8859, 1.3177], [4.0331, 2.1141, -0.3455], [2.0637, 1.3730, -0.8532], [2.3922, -0.1757, -0.2824], [0.0413, 2.4482, -0.1143], [0.1085, 0.8656, -0.8110], [-1.7599, 0.5246, 1.3748], [-2.0350, 2.0697, 0.6233], [-2.2537, 1.0876, -1.5896], [-1.8443, -0.5126, -0.9741], [-3.6727, -0.2562, 0.7357], [-4.2042, -0.5965, -0.9172], [-4.0325, 2.1926, -0.9552], [-5.5747, 1.2664, -0.7143], [-6.0820, 0.5668, 1.3150], [-6.3013, 2.0519, 2.2492], [-5.0109, 0.9244, 2.6694], [1.3409, 3.9771, 2.9598], [-0.0235, 3.6096, 1.8722], [1.8369, 3.3655, -0.0318], [1.7473, 6.0348, 1.6750], [2.6354, 5.8821, 0.0253], [3.7998, 3.2514, 4.4576], [2.2123, 0.8443, 5.5392], [0.0135, 2.1236, 4.1717], [-0.9269, 1.8478, 2.8094], [0.7909, -0.2653, 4.3549], [-0.9303, -0.0183, 4.4226], [-1.3502, 9.0140, 3.4250], [-1.2193, 7.9345, 2.4637], [-1.3851, 6.6011, 2.6657], [-1.7533, 6.1412, 4.0551], [-1.2371, 5.8161, 1.7417], [-2.1227, 9.7048, 3.0831], [-0.4036, 9.5534, 3.4879], [-1.6148, 8.6425, 4.4091], [-0.9755, 8.1678, 1.5135], [-1.8498, 5.0590, 4.0529], [-0.9755, 6.4200, 4.7679], [-2.7074, 6.5730, 4.3593], [-3.1900, -2.3291, 6.4482], [-3.6995, -1.0631, 5.9528], [-4.6492, -0.2598, 6.5071], [-5.2850, -0.7092, 7.7995], [-4.9591, 0.7836, 5.9573], [-2.1131, -2.2447, 6.6056], [-3.3710, -3.1039, 5.7014], [-3.6655, -2.6136, 7.3807], [-3.3248, -0.7030, 5.0891], [-6.0149, 0.0337, 8.1075], [-5.7964, -1.6627, 7.6613], [-4.5316, -0.8021, 8.5829], [-6.1763, -4.8401, -3.2931], [-6.1596, -3.3902, -3.2254], [-5.1332, -2.5749, -2.8692], [-3.8233, -3.2210, -2.4869], [-5.2817, -1.3618, -2.8637], [-6.4232, -5.1368, -4.3140], [-6.9519, -5.2104, -2.6211], [-5.2202, -5.2689, -3.0122], [-7.0020, -2.8918, -3.4675], [-3.1085, -2.4441, -2.2299], [-3.9566, -3.8697, -1.6201], [-3.4241, -3.7965, -3.3231], [-7.7190, -8.0599, -7.9389], [-8.4619, -7.6208, -6.7723], [-9.0794, -6.4264, -6.5648], [-9.0083, -5.3947, -7.6640], [-9.6671, -6.2170, -5.5158], [-8.1902, -8.9560, -8.3465], [-6.6987, -8.3080, -7.6410], [-7.6897, -7.2930, -8.7055], [-8.5526, -8.2576, -5.9961], [-9.5459, -4.5064, -7.3457], [-7.9714, -5.1205, -7.8636], [-9.4738, -5.7747, -8.5743], [6.4554, 7.5079, -1.1698], [6.5354, 6.4314, -2.1378], [6.3197, 5.1004, -1.9398], [5.9479, 4.6531, -0.5484], [6.4282, 4.3172, -2.8689], [5.7066, 8.2313, -1.4994], [7.4228, 8.0106, -1.1119], [6.1859, 7.1395, -0.1855], [6.7794, 6.6602, -3.0886], [5.8086, 3.5761, -0.5472], [6.7443, 4.8997, 0.1554], [5.0142, 5.1200, -0.2348], [6.8634, -6.7649, -5.4527], [6.1690, -6.3544, -4.2475], [5.5646, -5.1631, -3.9846], [5.5999, -4.1060, -5.0615], [5.0193, -4.9743, -2.9110], [6.3732, -7.6491, -5.8648], [7.8938, -7.0234, -5.2017], [6.8655, -5.9784, -6.1997], [6.1066, -7.0105, -3.4848], [5.0803, -3.2226, -4.7020], [6.6301, -3.8327, -5.2940], [5.0978, -4.4622, -5.9622]],
  "forces_ev_per_a": [[-0.93, 0.73, 0.51], [0.87, -0.29, -0.42], [-1.87, -0.18, 0.49], [1.56, -0.76, -0.74], [-0.41, -0.05, 0.44], [1.15, 0.41, -0.23], [0.62, -0.49, -0.20], [-0.65, 0.25, -0.86], [-0.58, -0.30, 0.22], [-0.67, 0.67, -0.73], [-0.42, -0.72, 0.37], [0.52, 0.34, -0.86], [0.41, -1.20, 0.78], [-0.38, 0.39, -0.22], [-0.13, -0.38, 0.48], [-2.00, 0.86, 1.77], [1.75, 0.36, -2.39], [-1.25, 2.60, 1.01], [2.29, -2.49, 0.96], [-0.04, -0.61, 0.41], [2.90, -1.01, 0.49], [-1.33, 0.16, 0.24], [-0.70, 0.68, -0.71], [-0.38, -0.48, -0.15], [0.26, -0.03, 0.18], [-0.59, 0.07, 0.70], [-0.16, 1.08, -0.96], [1.96, -2.57, -0.89], [-1.70, 1.12, 0.01], [0.65, 0.80, 1.35], [0.15, -0.28, -0.21], [0.40, 0.01, -0.17], [0.15, -0.35, 0.05], [0.08, 0.03, -0.09], [-0.08, 0.27, 0.09], [0.68, 0.06, -0.01], [0.03, -0.17, -0.17], [-0.18, 0.42, 0.15], [-0.39, 0.54, 0.13], [-0.12, -0.05, -0.05], [-0.30, 0.00, 0.00], [-0.52, -0.30, 0.13], [-0.41, -0.05, 0.04], [-0.35, 0.18, 0.36], [0.02, 0.06, 0.28], [0.20, -0.11, 0.20], [0.29, -0.08, 0.23], [0.45, -0.09, -0.07], [0.13, -0.13, 0.33], [0.00, -0.01, 0.12], [0.33, 0.22, 0.14], [-0.46, 0.19, 0.00], [0.20, 0.40, 0.11], [-0.34, 0.11, 0.01], [0.07, 0.33, -0.05], [0.10, 0.14, -0.07], [0.19, 0.11, -0.17], [-0.02, 0.09, -0.09], [-0.20, -0.22, 0.11], [0.01, -0.27, 0.15], [0.30, -0.15, -0.05], [-0.54, 0.19, -0.38], [-1.51, 0.62, -0.76], [0.06, -0.09, -0.22], [0.18, 0.22, -0.14], [0.31, -0.18, -0.05], [0.15, -0.53, -0.41], [0.12, 0.18, -0.28], [0.02, -0.19, -0.23], [0.11, 0.05, -0.49], [-0.01, -0.15, 0.22], [-0.01, -0.09, -0.20], [0.03, -0.06, -0.01], [0.07, -0.07, 0.06], [-0.02, 0.07, 0.19], [-0.06, 0.08, 0.17], [0.00, -0.06, -0.03], [-0.03, 0.02, 0.01], [0.00, 0.02, -0.10], [-0.10, 0.08, 0.07], [0.06, 0.04, 0.11], [0.15, 0.23, -0.47], [-0.13, -0.05, 0.33], [0.08, 0.16, -0.27], [-0.03, 0.03, 0.01], [-0.07, 0.05, 0.07], [-0.01, -0.17, 0.12], [0.03, -0.14, 0.14], [-0.03, 0.06, -0.01], [-0.04, -0.04, -0.02], [0.04, 0.05, -0.10], [0.09, -0.05, 0.10], [-0.04, -0.14, 0.01], [-0.45, 0.37, -0.12], [0.33, 0.00, 0.09], [-0.09, 0.19, -0.04], [0.01, 0.07, 0.02], [0.01, -0.05, -0.02], [0.05, -0.25, 0.07], [0.08, -0.24, -0.05], [0.02, 0.09, 0.01], [-0.01, -0.05, 0.00], [-0.07, 0.04, -0.02], [0.06, -0.10, -0.08], [0.00, -0.11, 0.09], [-0.09, -0.28, 0.43], [0.02, 0.25, -0.20], [-0.13, -0.08, 0.29], [-0.01, 0.03, 0.02], [0.04, 0.10, -0.04], [0.10, 0.03, -0.18], [0.06, 0.02, -0.19], [-0.03, 0.03, 0.04], [0.00, 0.00, -0.03], [-0.02, -0.07, 0.09], [-0.02, -0.04, -0.14], [0.13, 0.03, -0.07], [0.12, 0.03, -0.51], [-0.08, -0.12, 0.21], [0.07, -0.17, -0.19], [0.03, 0.01, -0.09], [-0.03, 0.01, 0.04], [-0.01, 0.08, 0.19], [-0.06, 0.08, 0.18], [0.00, -0.06, -0.03], [0.00, 0.01, 0.02], [0.03, 0.02, -0.09], [-0.11, 0.07, 0.09], [0.07, -0.01, 0.19], [-0.07, -0.28, 0.44], [-0.03, 0.22, -0.16], [-0.07, -0.03, 0.23], [-0.02, 0.04, 0.01], [-0.02, 0.05, -0.03], [0.09, 0.04, -0.18], [0.05, 0.02, -0.20], [-0.03, 0.03, 0.05], [0.02, 0.01, -0.01], [-0.01, -0.07, 0.09], [-0.03, -0.03, -0.13], [0.12, 0.03, -0.07]],
  "mulliken_charge": [-1.383, -0.314, -1.011, 0.195, -1.645, -0.531, -2.374, 2.157, -1.953, -0.943, -1.012, 0.145, -0.795, -0.398, -0.714, 1.182, -2.475, 0.671, -0.938, -0.506, 0.714, -0.434, -0.560, -0.365, -1.734, -0.780, -0.369, 1.620, -0.717, -0.640, 0.477, 0.337, 0.201, 0.411, 0.286, 0.372, 0.326, 0.174, 0.176, 0.234, 0.480, 0.604, -0.036, 0.621, 1.344, 0.398, 1.081, 0.254, 0.489, 0.285, 0.221, 0.398, -0.258, 0.405, 0.431, 0.375, 0.261, 0.196, 0.987, 0.369, 0.151, 0.258, 0.412, 0.342, 0.428, 0.864, 0.741, 0.345, 0.261, -0.891, -0.178, 0.868, -1.385, -0.604, 0.291, 0.289, 0.342, 0.250, 0.223, 0.375, 0.455, -0.916, -0.050, 0.901, -1.341, -0.629, 0.274, 0.307, 0.380, 0.081, 0.287, 0.361, 0.373, -0.753, -0.160, 0.773, -1.056, -0.663, 0.200, 0.277, 0.334, 0.236, 0.065, 0.358, 0.434, -0.809, -0.193, 0.829, -1.288, -0.646, 0.278, 0.275, 0.315, 0.219, 0.294, 0.356, 0.380, -0.804, -0.140, 0.655, -0.557, -0.666, 0.268, 0.285, 0.308, 0.233, -0.056, 0.459, 0.105, -0.844, -0.164, 0.788, -1.323, -0.611, 0.284, 0.282, 0.323, 0.233, 0.282, 0.360, 0.388]
}